1.
# C26H33FN4O

A structure of composition C26H33FN4O (ωB97M-V/def2-TZVPD, the OMol25 dataset).

Its energy above the lowest of the compared OMol25 structures with the same formula, charge and spin is 20.312 eV. The total charge is 0. Its HOMO-LUMO gap is 8.34 eV. Its max |F| is 14.12 eV/Å.

Each line ends with the Mulliken charge.
Cartesian coordinates (Å):
C  2.0246  0.5119  2.8632  -1.104
C  2.9753  0.6420  1.5639  0.386
N  4.1038  0.0717  1.3987  -1.411
N  4.5194  0.2979  0.2109  0.963
C  3.6822  1.0412  -0.5656  0.840
C  2.5305  1.3697  0.4770  0.813
C  1.3347  2.2391  0.3618  -1.862
N  0.1411  1.6672  0.1468  1.497
C  -1.0327  2.5584  0.0878  -1.664
C  -2.2343  1.6977  0.3783  -0.311
N  -2.3828  0.8639  -0.5528  0.271
C  -3.7253  0.2262  -0.9843  -0.663
H  -3.4852  -0.7266  -1.8489  0.195
C  -4.3671  -0.5283  0.2760  -0.598
C  -5.8248  -0.8301  -0.3019  0.366
C  -6.8365  0.1351  0.2051  -0.644
C  -8.0394  -0.1563  -0.2835  0.018
C  -8.4892  -1.1933  -0.9348  -0.495
C  -7.4072  -2.0141  -1.3418  -0.802
C  -6.2325  -1.9105  -0.7433  0.228
H  -5.5199  -2.7331  -1.1570  0.234
H  -7.9176  -2.9226  -1.6519  0.346
H  -9.4805  -1.1530  -1.2828  0.428
H  -8.8675  0.8256  0.0466  0.060
H  -6.4789  1.2326  0.3706  0.208
H  -4.2600  0.0018  1.1429  0.594
H  -3.9118  -1.7703  0.4188  0.148
H  -4.2054  1.1340  -1.2386  0.466
C  -1.2706  -0.2679  -0.3507  -0.718
C  0.0881  0.5782  -0.6746  -1.509
H  -0.0249  1.1663  -1.8068  0.201
H  0.9189  -0.0276  -0.8402  0.751
C  -0.9975  -0.8964  0.9202  0.432
H  -0.6184  -0.3550  1.5830  0.075
H  -2.0371  -1.3160  1.2802  0.352
C  -0.0774  -1.9590  0.8601  -1.065
O  0.1271  -2.7364  1.9161  -0.619
H  -0.7537  -2.9489  2.7435  0.374
H  -0.5616  -2.8603  0.1456  0.153
H  0.7583  -1.7568  0.5590  0.408
H  -1.2160  -1.0642  -1.0898  0.408
H  -2.4559  1.4655  1.6696  0.162
H  -3.2241  2.3614  0.2425  0.390
H  -1.0700  2.8946  -0.7745  0.671
H  -0.9978  3.3607  0.8863  0.357
H  1.6988  2.8170  -0.7881  0.126
H  1.4899  3.0256  1.0194  0.400
C  4.0337  1.5666  -1.7552  -2.146
H  4.4587  1.0590  -2.4861  0.723
H  4.3530  2.7021  -1.7409  0.281
H  2.9748  1.9718  -2.3230  0.306
C  5.6972  -0.2052  -0.2083  0.475
C  6.1285  -1.4905  0.1620  0.124
C  7.1924  -2.2504  0.0113  -0.835
C  8.1554  -1.5363  -0.7423  0.562
C  7.8464  -0.0716  -1.0556  -0.861
C  6.5955  0.3857  -0.9734  -0.243
H  6.3695  1.4799  -1.1294  0.281
H  8.5766  0.4516  -1.8242  0.253
F  9.3415  -2.0794  -0.9223  -0.284
H  7.4111  -3.2461  0.1392  0.478
H  5.2582  -2.0656  0.9615  0.082
H  1.2015  1.2279  2.6745  0.260
H  1.4255  -0.5309  2.9398  0.097
H  2.5917  0.5730  3.7102  0.591

---

2.
# C26H33N3O4PPdSSi

A structure of composition C26H33N3O4PPdSSi (ωB97M-V/def2-TZVPD, the OMol25 dataset).

The total charge is +1. Its HOMO-LUMO gap (alpha / beta) is 4.33 / 4.51 eV. Its max |F| is 4.06 eV/Å.

Each line ends with the Mulliken charge.
Cartesian coordinates (Å):
Pd  0.4047  -0.8498  0.3516  0.158
C  -0.6359  0.7209  -3.8258  -0.667
O  0.3281  -0.0971  -4.4597  -0.511
C  1.5431  -0.2720  -3.8943  0.115
C  2.6161  -0.4332  -4.7429  -0.591
C  3.8943  -0.6619  -4.2367  -0.783
C  4.1036  -0.7579  -2.8796  -1.096
C  3.0564  -0.6204  -1.9535  0.717
C  3.3732  -0.7372  -0.5729  -0.838
N  2.5633  -0.4946  0.4279  0.844
N  2.9801  -0.3627  1.6540  -0.934
C  2.0490  -0.3583  2.6270  0.710
O  0.8825  -0.8029  2.4711  -0.668
C  2.4320  0.2185  3.9245  0.487
C  1.4290  0.8423  4.6708  -0.444
C  1.7131  1.3766  5.9111  -0.632
C  2.9951  1.2771  6.4318  -0.399
C  3.9985  0.6689  5.6894  -0.610
C  3.7291  0.1534  4.4329  -0.266
C  1.7147  -0.3597  -2.4543  1.105
O  0.6852  -0.2556  -1.7225  0.054
H  -1.2870  1.0642  -4.6289  0.359
H  -1.2197  0.1616  -3.0893  0.111
H  -0.1659  1.5756  -3.3365  0.332
H  2.4509  -0.3489  -5.8042  0.484
H  4.7235  -0.7358  -4.9206  0.408
H  5.1056  -0.9230  -2.5122  0.400
H  4.3999  -1.0219  -0.3404  0.454
H  0.4369  0.9122  4.2529  0.442
H  0.9403  1.8739  6.4761  0.401
H  3.2120  1.6778  7.4125  0.397
H  4.9969  0.6044  6.0997  0.390
H  4.5099  -0.3199  3.8567  0.452
C  -1.1586  4.4454  0.2302  -1.149
Si  -2.8648  3.6201  0.3009  0.302
C  -3.7672  4.0660  -1.3193  -1.086
C  -3.8116  4.1854  1.8533  -1.122
C  -2.8967  1.7029  0.4053  0.358
C  -4.1084  1.0253  0.3598  -0.212
C  -4.1625  -0.3602  0.4495  -1.097
C  -2.9722  -1.0612  0.5551  -0.366
N  -1.7994  -0.4427  0.5761  -0.097
C  -1.7526  0.9054  0.5338  0.794
S  -0.1625  1.5611  0.6765  -0.114
H  -1.2803  5.5196  0.1264  0.378
H  -0.5768  4.0989  -0.6181  0.356
H  -0.5743  4.2646  1.1253  0.377
H  -3.8694  5.1441  -1.3954  0.347
H  -4.7621  3.6369  -1.3728  0.359
H  -3.2056  3.7281  -2.1862  0.323
H  -3.8999  5.2669  1.8752  0.347
H  -3.2932  3.8767  2.7569  0.351
H  -4.8144  3.7701  1.8825  0.358
H  -5.0244  1.5890  0.2631  0.421
H  -5.1026  -0.8887  0.4313  0.425
H  -2.9518  -2.1426  0.6390  0.286
C  -1.0674  -3.0329  -2.3028  -0.758
P  -0.1098  -3.9840  -1.0680  1.035
C  1.0601  -5.0646  -1.9524  -1.194
C  -1.2878  -5.0392  -0.1552  -1.109
O  0.6280  -3.0645  -0.1473  -0.755
H  -1.7689  -3.6590  -2.8444  0.527
H  -0.3726  -2.5720  -3.0041  0.205
H  -1.6029  -2.2463  -1.7666  0.032
H  0.5691  -5.6806  -2.6967  0.396
H  1.5546  -5.7044  -1.2258  0.367
H  1.8064  -4.4370  -2.4337  0.319
H  -1.9077  -5.6263  -0.8250  0.397
H  -1.9180  -4.4073  0.4674  0.263
H  -0.7276  -5.7088  0.4932  0.355

---

3.
# C26H33N3O6

An isolated molecule of C26H33N3O6 (ωB97M-V/def2-TZVPD, the OMol25 dataset).

Its energy above the lowest of the compared OMol25 structures with the same formula, charge and spin is 0.124 eV. The total charge is 0. Its SMILES is COc1cc(C(=O)N2CCC(NC(=O)[C@@H](Cc3ccccc3)NC(C)=O)CC2)cc(OC)c1OC. Its HOMO-LUMO gap is 8.79 eV. Its max |F| is 0.64 eV/Å.

Each line ends with the Mulliken charge.
Cartesian coordinates (Å):
C  -0.9008  -4.7912  -1.2316  -0.955
O  -1.8722  -3.8692  -0.8052  -0.519
C  -1.4801  -2.7812  -0.0641  1.192
C  -0.1491  -2.5481  0.2689  0.041
C  0.2247  -1.4297  1.0005  -0.628
C  1.6196  -1.1296  1.4247  0.249
O  1.8209  -0.4809  2.4465  -0.719
N  2.6595  -1.6042  0.6901  0.088
C  2.6267  -1.9596  -0.7139  -0.873
C  3.7944  -1.3063  -1.4699  -1.289
C  4.1644  0.0256  -0.8089  -0.262
N  2.9914  0.8697  -0.6736  0.133
C  2.1395  1.1864  -1.6618  -0.157
O  2.2616  0.8314  -2.8171  -0.692
C  0.9433  2.0380  -1.1957  0.157
C  -0.3268  1.4935  -1.8596  -1.050
C  -1.6034  2.1283  -1.3780  0.726
C  -1.6739  3.4625  -0.9955  -0.452
C  -2.8701  4.0040  -0.5561  -0.745
C  -4.0127  3.2248  -0.4977  -0.564
C  -3.9554  1.8975  -0.8868  -0.697
C  -2.7592  1.3573  -1.3210  -0.300
N  0.8073  2.0547  0.2404  1.723
C  1.1798  3.1061  1.0134  0.798
C  0.9436  2.8796  2.4897  -1.135
O  1.6696  4.1131  0.5483  -0.690
C  4.7343  -0.2573  0.5837  -1.068
C  4.0016  -1.4529  1.2170  -0.931
C  -0.7682  -0.5689  1.4715  -1.052
C  -2.0961  -0.7803  1.1547  0.257
O  -3.1253  0.0023  1.5679  -0.545
C  -2.8276  1.1680  2.2958  -0.819
C  -2.4735  -1.8830  0.3546  0.701
O  -3.8042  -1.9310  0.0967  -0.457
C  -4.4047  -3.0487  -0.5165  -0.940
H  -1.4499  -5.5459  -1.7928  0.276
H  -0.1588  -4.3245  -1.8878  0.341
H  -0.3958  -5.2698  -0.3863  0.347
H  0.5935  -3.2736  -0.0089  0.700
H  1.6853  -1.6148  -1.1439  0.585
H  2.6911  -3.0497  -0.8311  0.309
H  4.6757  -1.9482  -1.4640  0.471
H  3.4967  -1.1325  -2.5025  0.539
H  4.9055  0.5450  -1.4303  0.561
H  2.8046  1.2459  0.2441  0.009
H  1.1425  3.0691  -1.5117  0.554
H  -0.2221  1.6311  -2.9390  0.607
H  -0.3807  0.4153  -1.6764  0.129
H  -0.7964  4.0893  -1.0323  0.391
H  -2.9064  5.0417  -0.2577  0.438
H  -4.9430  3.6510  -0.1518  0.405
H  -4.8361  1.2754  -0.8407  0.387
H  -2.7205  0.3190  -1.6173  0.555
H  0.3740  1.2470  0.6627  -1.280
H  1.4638  3.6455  3.0576  0.395
H  1.3004  1.8952  2.7891  0.239
H  -0.1217  2.9518  2.7030  0.153
H  5.7980  -0.4830  0.5102  0.469
H  4.6254  0.6300  1.2088  0.362
H  3.9242  -1.3269  2.2974  0.449
H  4.5398  -2.3820  1.0063  0.423
H  -0.4802  0.2224  2.1443  0.955
H  -2.2095  1.8565  1.7101  0.063
H  -3.7883  1.6384  2.4968  0.340
H  -2.3323  0.9379  3.2450  0.408
H  -4.2170  -3.9673  0.0429  0.317
H  -5.4727  -2.8312  -0.5084  0.290
H  -4.0678  -3.1786  -1.5471  0.286

---

4.
# C26H33NOP2Tb

A structure of composition C26H33NOP2Tb (ωB97M-V/def2-TZVPD, the OMol25 dataset).

The total charge is +1. As for the spin multiplicity: 7. The expectation value of S² is 12.719. Its HOMO-LUMO gap (alpha / beta) is 6.45 / 6.51 eV. Its max |F| is 2.68 eV/Å.

Each line ends with the Mulliken spin population.
Cartesian coordinates (Å):
C  3.0166  -3.2181  1.5893  0.002
C  2.8514  -1.9278  1.0593  0.005
C  2.5017  -1.7952  -0.3283  -0.012
C  2.3270  -2.9497  -1.1160  0.006
C  2.7459  -4.2387  -0.6464  0.000
C  3.0143  -4.3314  0.7301  0.000
C  1.4905  -2.8208  -2.3844  0.004
C  1.8895  -1.5657  -3.1302  0.003
C  2.0680  -0.4458  -2.3014  -0.013
C  1.9473  0.8700  -2.8565  0.005
C  1.7826  1.0044  -4.2266  0.002
C  1.8705  -0.1164  -5.0524  -0.001
C  1.9435  -1.4336  -4.5291  0.000
H  3.1666  -3.2928  2.6709  0.000
H  2.7897  -5.1418  -1.2835  0.000
H  3.0460  -5.2956  1.2208  0.000
H  1.6547  -3.6976  -3.0926  0.000
H  1.6119  2.0085  -4.6627  0.000
H  1.6684  -0.0227  -6.1064  0.000
H  1.9740  -2.3234  -5.1722  0.000
N  1.9691  -0.6062  -0.8755  -0.007
Tb  -0.2930  -0.3394  -0.1738  6.078
C  2.7375  -0.6873  1.8998  0.004
H  3.1800  0.1876  1.4036  0.000
H  3.2431  -0.8729  2.8342  0.000
C  1.9613  2.0589  -1.9252  0.008
H  2.7393  2.0035  -1.1454  0.000
H  2.0809  3.0066  -2.4691  0.000
P  1.0196  -0.2325  2.3239  -0.010
P  0.3754  2.2361  -0.9155  -0.011
C  -0.7581  2.8047  -2.2967  0.000
H  -1.7572  2.9675  -1.8504  0.001
H  -0.3404  3.7313  -2.7334  0.000
H  -0.8667  2.0100  -3.0685  0.001
C  0.6054  3.7639  -0.0291  -0.005
H  0.8951  4.5622  -0.7024  -0.001
H  -0.3154  3.9958  0.4812  0.001
H  1.3620  3.6031  0.7251  0.000
C  0.5532  -1.4608  3.6067  0.000
H  1.1504  -1.2685  4.4899  0.000
H  -0.5246  -1.3713  3.8011  0.000
H  0.7178  -2.4690  3.2204  0.000
C  1.2142  1.2361  3.3934  -0.004
H  0.2199  1.6054  3.7061  0.000
H  1.8345  0.9506  4.2596  -0.001
H  1.6795  2.0527  2.8119  0.000
C  -0.0632  -2.9308  -2.1562  -0.001
O  -0.7360  -2.2026  -1.4358  0.008
H  -0.3356  -3.7860  -2.8600  -0.001
C  -5.2886  1.3263  0.4134  -0.001
C  -4.3858  1.0423  1.6075  -0.017
C  -4.4469  2.2116  2.5699  0.000
C  -4.8920  -0.2145  2.3095  -0.001
C  -3.0016  0.9143  1.2265  -0.011
C  -1.8222  0.7955  0.9131  -0.030
H  -6.3356  1.4335  0.7229  0.000
H  -5.2644  0.5289  -0.3218  0.000
H  -5.0038  2.2461  -0.0907  0.000
H  -5.4550  2.4066  2.9145  0.000
H  -3.8427  2.0082  3.4550  0.000
H  -4.0851  3.1188  2.0871  0.000
H  -4.8231  -1.0902  1.6693  0.000
H  -4.3207  -0.4153  3.2144  0.000
H  -5.9402  -0.1268  2.6077  0.000

---

Summary of calculated total energy in eV
-38202.6548; -71632.3056; -44253.8619; -72040.8716
(order as listed above)